82
Properties=species:S:1:pos:R:3:lowdin_charge:R:1 method="wB97M-V/def2-TZVPD" spin_multiplicity=1 de_lowest_kj_mol=65.49 total_charge=+2 energy_ev=-121119.3557
Pt -0.1500 -0.4301 -0.7480 1.16
C 1.7548 -4.6831 -0.4864 -0.02
C 0.6753 -5.4987 -0.7813 -0.01
C -0.5731 -4.9219 -0.9498 0.02
C -0.7042 -3.5477 -0.8219 -0.21
N 0.3449 -2.7619 -0.5751 0.04
C 1.5424 -3.3192 -0.4001 -0.10
C -2.0193 -2.8618 -0.9898 -0.19
C -3.2144 -3.5606 -0.9739 0.02
C -4.3909 -2.8875 -1.2537 0.00
C -4.3421 -1.5456 -1.5772 0.02
C -3.1210 -0.8940 -1.5383 -0.20
N -1.9963 -1.5386 -1.2020 0.02
C -2.9580 0.5310 -1.9499 -0.22
C -4.0359 1.3670 -2.1893 0.01
C -3.7941 2.6581 -2.6295 -0.02
C -2.4851 3.0652 -2.8205 -0.02
C -1.4653 2.1737 -2.5336 -0.13
N -1.6938 0.9321 -2.1033 0.04
H 2.7471 -5.0860 -0.3391 0.12
H 0.8004 -6.5683 -0.8854 0.13
H -1.4247 -5.5379 -1.1964 0.12
H 2.3710 -2.6496 -0.1941 0.10
H -3.2305 -4.6159 -0.7480 0.12
H -5.3349 -3.4161 -1.2549 0.13
H -5.2415 -1.0220 -1.8626 0.12
H -5.0503 1.0290 -2.0397 0.12
H -4.6192 3.3302 -2.8252 0.12
H -2.2513 4.0554 -3.1865 0.12
H -0.4297 2.4540 -2.6448 0.09
C -2.7961 -0.4917 1.7903 -0.15
Si -1.2079 -0.8318 2.6687 0.45
C -1.0875 -2.6016 3.1675 -0.14
C -1.0496 0.3705 4.0681 -0.15
N 0.1501 -0.5433 1.4845 -0.03
C 1.3798 -0.4579 1.7745 -0.29
C 1.9666 -0.6277 3.1200 -0.02
C 3.2661 -0.4404 3.3184 -0.02
C 4.1762 -0.0568 2.2230 -0.02
C 3.7500 0.0925 0.9737 -0.02
C 2.3283 -0.1204 0.6396 -0.28
N 1.8500 -0.0575 -0.5367 -0.11
Si 2.7671 0.3550 -2.0795 0.46
C 4.0745 -0.9331 -2.3023 -0.15
C 1.5575 0.2587 -3.4594 -0.17
C 3.4144 2.0678 -1.8909 -0.14
H -3.5411 -0.1645 2.5198 0.05
H -3.1861 -1.3850 1.2969 0.03
H -2.6909 0.3012 1.0446 0.02
H -1.9757 -2.8917 3.7352 0.05
H -0.2128 -2.8171 3.7840 0.04
H -1.0359 -3.2346 2.2758 0.03
H -2.0203 0.4617 4.5615 0.05
H -0.7740 1.3648 3.7045 0.03
H -0.3250 0.0819 4.8298 0.04
H 1.3239 -0.9097 3.9406 0.09
H 3.6787 -0.5681 4.3111 0.12
H 5.2223 0.1016 2.4532 0.12
H 4.4370 0.3716 0.1897 0.09
H 3.6395 -1.8630 -2.6775 0.04
H 4.6334 -1.1630 -1.3936 0.03
H 4.7942 -0.5839 -3.0480 0.05
H 1.0197 -0.6915 -3.4774 0.03
H 2.0905 0.3491 -4.4104 0.06
H 0.8301 1.0705 -3.4084 0.01
H 4.1981 2.1625 -1.1374 0.04
H 2.5932 2.7390 -1.6313 0.02
H 3.8374 2.3910 -2.8463 0.05
C -1.5222 3.6571 1.3177 -0.18
As 0.2595 3.4552 0.6603 0.97
C 1.4441 3.2538 2.1508 -0.19
C 0.7373 5.1086 -0.1662 -0.19
O 0.3695 2.1804 -0.4057 -0.58
H -1.5478 4.3141 2.1860 0.05
H -1.9192 2.6779 1.5787 0.02
H -2.1178 4.0879 0.5140 0.04
H 1.3767 4.1276 2.7979 0.05
H 2.4555 3.1724 1.7545 0.04
H 1.1960 2.3584 2.7211 0.02
H 0.5307 5.9440 0.5022 0.05
H 0.1535 5.2158 -1.0782 0.04
H 1.7981 5.0924 -0.4089 0.04